44
Properties=species:S:1:pos:R:3:forces:R:3:mulliken_charge:R:1 method="wB97M-V/def2-TZVPD" mol_weight_g_mol=372.47 homo_energy_ev=-8.42 smiles="CC(=O)Nc1ccc(S(=O)(=O)NNC(=S)NC[C@H]2CCCO2)cc1" gap_ev=8.675
C -6.0686 -2.3546 -0.2613 -0.200 0.127 0.104 -1.32
C -5.3871 -1.0073 -0.1990 -0.062 -0.428 -0.127 0.80
O -5.9373 0.0078 0.1480 -0.126 0.229 0.106 -0.60
N -4.0715 -1.0782 -0.5943 0.239 -0.337 -0.132 -0.16
C -3.1116 -0.0784 -0.6122 0.325 0.364 -0.034 0.87
C -1.8427 -0.4017 -1.1032 -0.103 0.166 -0.012 -0.86
C -0.8312 0.5355 -1.0906 0.020 -0.116 -0.076 -0.46
C -1.0898 1.7993 -0.5949 0.605 0.507 0.113 0.09
S 0.2363 2.9547 -0.3608 -0.026 0.047 0.379 1.33
O 1.4875 2.4068 -0.8352 -0.125 -0.135 -0.254 -0.63
O -0.0977 4.2751 -0.7829 -0.239 0.107 -0.004 -0.72
N 0.2975 3.0010 1.3625 -0.212 -0.303 -0.613 -0.56
N -0.0777 1.8525 2.0479 -0.139 0.369 0.072 -0.02
C 0.3685 0.5818 1.7845 0.358 -0.210 0.326 0.06
S -0.5313 -0.6788 2.3524 -0.372 -0.459 0.329 -0.36
N 1.5397 0.4382 1.1489 -0.118 0.361 -0.190 0.09
C 2.0392 -0.8644 0.7685 0.127 -0.504 -0.245 -1.12
C 2.9922 -0.7350 -0.4254 -0.273 0.403 0.217 0.36
C 4.2751 0.0440 -0.0687 -0.012 -0.106 -0.136 -0.66
C 5.3948 -0.8595 -0.5899 -0.176 -0.188 -0.038 -0.58
C 4.7357 -2.2352 -0.5105 0.360 0.003 0.077 -0.52
O 3.3889 -2.0176 -0.8810 -0.223 -0.035 0.019 -0.49
C -2.3473 2.1502 -0.1391 -0.064 -0.061 -0.089 -0.94
C -3.3647 1.2172 -0.1522 -0.115 0.123 0.096 -0.43
H -5.5765 -3.0508 0.4148 0.039 -0.094 0.026 0.33
H -6.0259 -2.7556 -1.2718 0.020 -0.067 -0.073 0.34
H -7.1071 -2.2433 0.0360 0.019 0.025 -0.005 0.35
H -3.7332 -1.9904 -0.8701 -0.145 0.144 0.073 0.20
H -1.6456 -1.3982 -1.4699 0.029 -0.108 -0.047 0.32
H 0.1571 0.2993 -1.4508 0.110 -0.110 -0.015 0.52
H 1.1818 3.3858 1.6774 0.060 0.048 -0.047 0.30
H -1.0131 1.8845 2.4396 0.271 -0.051 -0.157 0.28
H 1.8913 1.2167 0.5998 -0.039 -0.033 0.180 0.36
H 2.5600 -1.3197 1.6187 -0.030 -0.061 -0.094 0.41
H 1.2013 -1.5219 0.5096 0.124 0.116 0.035 0.43
H 2.4576 -0.2503 -1.2523 0.045 -0.022 0.080 0.05
H 4.3523 0.1593 1.0131 -0.002 0.050 0.046 0.36
H 4.2840 1.0297 -0.5280 0.026 0.075 0.050 0.32
H 5.6264 -0.6204 -1.6277 0.049 -0.012 -0.012 0.27
H 6.3039 -0.7962 0.0028 0.069 0.026 -0.006 0.36
H 4.7921 -2.6350 0.5124 0.031 -0.002 -0.078 0.27
H 5.1526 -2.9671 -1.2029 0.012 0.013 0.080 0.33
H -2.5078 3.1509 0.2293 -0.157 0.121 0.082 0.44
H -4.3478 1.4692 0.2082 0.017 0.021 -0.007 0.54